This record from OMol25 describes a structure of composition C42H106O25P2. The level of theory is wB97M-V/def2-TZVPD.

- DFT total energy (Ha) = -4224.7722
- maximum force (hartree/bohr) = 0.364
- M (g/mol) = 1073.233
- frontier orbital gap (eV) = 6.75

Geometry as ORCA input:
```
! wB97M-V def2-TZVPD RIJCOSX def2/J DEFGRID3
* xyz 0 1
P -27.8299 10.0643 13.5797
P -32.5421 6.9431 12.9694
O -34.1492 9.3595 10.7052
O -34.1725 11.2629 8.9239
O -31.4817 8.0065 12.8920
O -29.4740 6.2510 11.3382
O -34.4504 9.3875 18.3100
O -33.9934 14.1744 9.2772
O -34.0902 7.4133 13.3018
O -30.8162 16.8884 13.5954
O -28.1740 12.0671 18.5370
O -35.8142 10.6961 12.8008
O -32.3102 11.0648 16.0410
O -28.2741 15.0777 12.9957
O -30.3558 8.5305 9.7385
O -28.3586 12.5861 10.2943
O -29.8356 12.5968 15.2980
O -32.2571 5.7461 14.0371
O -32.7045 6.1304 11.5777
O -28.9463 10.9410 14.3801
O -36.1811 11.3469 16.4248
O -27.1937 10.7338 12.4213
O -32.9413 14.9423 14.9092
O -28.6863 8.7818 13.1298
O -26.8139 9.5591 14.6973
O -32.6863 12.3489 13.5933
O -36.8811 6.7078 10.5326
C -33.1426 13.2331 9.9158
C -35.5897 10.8783 17.6641
C -27.7464 14.3997 11.8521
C -29.6241 8.9951 12.1417
C -30.4468 9.9650 9.8538
C -28.2125 12.0586 17.1508
C -31.7093 11.2994 11.9202
C -31.5335 15.7142 12.9763
C -27.4108 11.0039 19.0398
C -31.3958 10.4317 13.0781
C -25.7655 8.7172 14.2426
C -34.7472 11.0521 11.9161
C -34.6368 7.9485 10.7598
C -32.2519 11.0740 14.2120
C -28.3239 12.9615 11.6863
C -33.7843 5.2432 11.2937
C -32.9543 15.3593 13.5342
C -33.3352 15.3074 8.8285
C -35.2749 11.3206 15.3069
C -29.2754 13.0394 16.5483
C -33.9050 11.9110 10.1349
C -31.8678 12.6776 12.4922
C -31.4972 4.6298 13.6783
C -34.8260 9.5171 19.6489
C -31.0450 11.4644 16.5375
C -30.8670 13.4913 14.8746
C -28.8948 11.3122 10.1132
C -31.1551 7.8296 10.6790
C -34.1504 14.4427 15.4256
C -36.1584 7.8600 10.8786
C -29.7231 10.3218 15.3082
C -27.4639 15.0252 14.1951
C -33.0322 10.7023 8.2985
C -32.7879 9.4331 10.4461
C -29.4704 16.8019 13.4620
C -34.3972 8.7985 13.5668
C -32.7962 9.8644 16.5577
C -28.8550 5.0299 11.3313
C -33.1886 9.9939 18.0522
C -30.6864 6.3911 10.6984
C -38.3666 6.9062 10.4293
C -35.9872 11.5402 13.9679
H -25.7261 7.7936 14.8201
H -34.5857 12.1289 11.8663
H -32.7318 11.2038 11.5549
H -25.7013 8.4532 13.1870
H -34.8395 10.3247 15.3893
H -33.1483 9.6739 7.9565
H -30.1975 10.9413 16.0945
H -32.1681 7.8476 10.2768
H -35.8678 9.1967 19.6361
H -35.4057 9.8050 17.6174
H -29.6601 10.4757 9.2985
H -30.6128 6.0470 9.6667
H -31.0162 14.7593 12.8835
H -29.4821 4.1961 11.6471
H -26.4397 15.3317 13.9825
H -32.9265 11.2872 7.3848
H -30.9759 11.4264 11.1240
H -29.2652 12.8127 12.2153
H -30.8260 12.5047 16.2969
H -29.4446 9.9499 11.6474
H -29.0491 17.8013 13.5709
H -27.9501 15.5583 15.0122
H -24.7903 9.1971 14.3254
H -32.1775 8.7577 11.0455
H -32.3468 15.1975 8.3825
H -36.5563 8.5712 10.1548
H -32.6436 13.6733 10.7791
H -34.8739 15.2373 15.2438
H -27.7473 10.0414 18.6545
H -33.8156 10.4989 12.0353
H -32.1557 9.0114 16.3339
H -34.4341 7.4810 9.7963
H -37.0495 11.3808 14.1531
H -35.1960 10.8058 10.9538
H -29.6761 8.2089 11.3886
H -31.8596 15.9581 11.9653
H -27.5309 14.0212 14.6143
H -29.6552 10.7484 16.3090
H -33.6927 9.6435 15.9783
H -30.7713 10.3740 15.0140
H -27.3968 11.0383 20.1292
H -31.4788 4.3913 12.6149
H -34.1067 7.5029 11.6015
H -34.7824 11.4668 18.1000
H -32.1589 10.7032 8.9507
H -30.6056 9.0331 12.6143
H -32.1802 13.3595 11.7013
H -33.3638 14.5208 12.9708
H -28.8013 13.9844 16.2832
H -28.2635 10.5414 10.5552
H -30.4797 10.3276 10.8812
H -28.8482 11.0071 9.0678
H -28.2765 4.7569 10.4487
H -36.4182 8.1069 11.9080
H -34.5173 9.0114 14.6290
H -31.2822 13.0393 13.9738
H -33.1685 15.8881 9.7358
H -30.8098 11.3902 17.5993
H -30.9297 13.0565 12.8978
H -30.0773 13.2219 17.2636
H -34.8623 12.2042 10.5660
H -34.4509 13.5088 14.9507
H -26.3499 11.0180 18.7901
H -31.4768 5.7304 11.0544
H -29.9179 11.2571 10.4852
H -34.4228 11.9825 15.4615
H -31.6162 13.6473 15.6508
H -30.9437 8.2953 11.6416
H -33.9560 15.8098 8.0867
H -38.7581 5.9038 10.2565
H -34.6146 10.4197 20.2221
H -27.2428 12.4508 16.8444
H -33.1955 10.5533 14.3755
H -30.3735 14.4531 14.7350
H -33.4076 11.1618 10.7508
H -33.2311 11.0297 18.3886
H -35.2852 9.1551 13.0449
H -28.0874 15.0139 11.0186
H -33.6496 16.1929 13.4351
H -34.3633 5.6839 10.4822
H -36.3628 11.0506 18.4130
H -32.3066 10.3906 10.6453
H -32.3532 13.0953 9.1770
H -30.4587 4.8827 13.8922
H -30.3449 10.5926 13.3187
H -33.6334 4.2088 10.9847
H -29.6127 9.2643 15.5484
H -31.8303 3.7510 14.2306
H -29.0412 16.0380 14.1104
H -34.2721 8.7169 20.1398
H -31.3950 10.3337 9.4627
H -34.5558 5.0676 12.0434
H -31.7574 11.1793 15.1776
H -31.7489 9.4188 12.8847
H -38.5704 7.3856 11.3867
H -26.6569 14.4313 11.8638
H -32.5913 9.3094 9.3811
H -38.6672 7.6061 9.6496
H -33.6100 9.4447 13.1784
H -29.1677 16.4693 12.4691
H -35.9170 12.6094 13.7679
H -32.4024 9.5855 18.6873
H -27.5713 12.3622 12.1986
H -28.3034 11.0839 16.6714
H -28.1276 5.1129 12.1388
H -34.0725 14.3445 16.5084
*
```

***

This record from OMol25 describes a cluster of 16 separate species, C42H109BClN4O16 in total. The level of theory is wB97M-V/def2-TZVPD.

- DFT total energy (Ha) = -3573.4669
- maximum force (hartree/bohr) = 0.038
- M (g/mol) = 972.611
- frontier orbital gap (eV) = 6.73

Geometry as ORCA input:
```
! wB97M-V def2-TZVPD RIJCOSX def2/J DEFGRID3
* xyz -1 1
Cl 2.0242 4.1427 3.6768
O 3.0161 -0.4665 5.4671
O 3.4235 3.7337 -4.4707
O -3.2041 -6.8995 -2.6828
O 2.4052 -9.0905 -2.0075
O -1.6610 -6.2990 0.5111
O -0.0270 2.9382 4.6726
O -0.5726 1.3163 7.2514
O -2.2513 2.1584 -4.6071
O -0.2706 -3.9945 4.3266
O 4.5382 -6.0089 -0.8075
O -7.7854 3.9627 -0.9278
O -5.2318 5.4352 0.2233
O -2.3940 -0.8202 0.4465
O 1.2580 -3.4632 1.2086
O 3.4253 9.0956 0.6524
O 1.8921 -2.2338 -1.7570
N -2.3833 1.8898 -1.6031
N -2.9222 1.9853 0.7043
N 2.2578 6.1252 -1.3150
N -1.9765 3.9135 -0.3052
C 3.4737 0.4811 0.1314
C -5.8440 7.3407 -1.1471
C 3.2065 10.4319 0.2246
C -2.3136 -3.1509 1.0224
C 0.3369 -7.5411 -0.1784
C -4.2630 0.9295 -5.1851
C -2.1216 -5.5540 4.5176
C -1.6225 -4.1376 4.7436
C 4.5083 11.1151 -0.1571
C 2.8257 -0.1466 7.8667
C 1.6114 3.8231 -1.1346
C 2.6423 -3.7732 1.3555
C 3.6864 -9.4848 -1.5248
C -1.6325 0.4288 7.5690
C -4.9246 6.1450 -0.9682
C -8.5081 4.7968 -3.0950
C 5.9194 -6.3227 -0.6556
C -2.9896 -1.8207 1.2671
C 1.7508 1.7135 1.4248
C 1.1225 3.9649 0.1505
C 2.4561 -1.6549 -2.9314
C 1.4634 -1.6928 -4.0794
C -0.5298 1.8851 -0.0280
C -2.2906 -4.7474 -3.3519
C 4.0847 4.2289 -5.6269
C -3.4870 2.2294 -5.3043
C -8.3793 3.5989 -2.1719
C 2.1886 0.6892 0.4157
C 1.7882 6.2792 -0.0779
C -3.5353 -5.5796 -3.0993
C 6.5684 -5.4574 0.4093
C 2.1320 4.8987 -1.7937
C 3.2799 -2.8904 2.4124
C 4.8022 -8.7517 -2.2460
C -0.2484 -6.2219 0.2834
C 0.4067 3.3389 3.6213
C 3.2086 4.1128 -6.8623
C -0.3527 3.1973 2.3354
C -1.9350 2.4505 -0.2537
C 3.1247 0.4858 6.5241
C -1.5430 -0.8559 6.7608
C 1.2296 5.2493 0.6181
B 0.4767 2.7038 0.9874
H -6.1432 5.1347 0.1474
H 3.7656 -0.3957 -0.4346
H -2.3531 -1.5425 7.0180
H -1.6913 -4.6689 -2.4414
H -1.7347 1.4424 -4.9862
H 6.4956 -4.4001 0.1448
H 2.7015 10.9900 1.0221
H 4.1427 0.8734 6.4959
H 0.5546 -1.1546 -3.8073
H -1.2510 -3.0647 1.2291
H 0.8448 5.4673 1.6011
H -0.9249 4.0997 2.1358
H -1.0740 2.4193 2.5593
H 5.0231 3.6803 -5.7704
H -3.6917 0.0992 -5.6074
H 3.2120 2.8079 -4.6223
H 1.5664 2.8638 -1.6232
H 0.2362 -5.8946 1.2066
H -5.0092 5.4605 -1.8214
H 1.5740 1.1611 2.3540
H 4.7745 -8.9648 -3.3179
H -0.6376 1.5268 6.3102
H 6.0606 -5.5877 1.3653
H -9.3609 3.1518 -1.9839
H -3.8875 6.4686 -0.8917
H -4.4476 0.6954 -4.1361
H 3.1381 -3.6412 0.3869
H -8.9490 4.5101 -4.0510
H 4.2562 1.1412 0.4748
H -4.0667 -1.8708 1.0643
H -4.0501 3.0516 -4.8641
H 6.4275 -6.1926 -1.6181
H -2.4148 -3.4558 -0.0229
H 5.9756 -7.3754 -0.3800
H 1.6674 -3.1457 -1.9647
H 2.2763 4.6589 -6.7166
H -0.0964 -5.4529 -0.4726
H 3.5029 -0.9798 8.0673
H 4.3316 12.1365 -0.5011
H -2.2440 -3.4193 4.1966
H 5.0081 10.5582 -0.9499
H -1.6674 -5.2188 -4.1134
H -2.5907 0.9280 7.3830
H 2.7757 -3.0240 3.3698
H -3.3952 1.8878 -1.6359
H -2.5161 -1.0740 -0.4745
H 2.6155 2.3533 1.5830
H 3.3728 -2.1974 -3.1925
H 4.3391 -3.1270 2.5358
H -1.9890 2.4111 -2.3715
H 3.7063 -9.2529 -0.4609
H 1.4870 0.0534 -0.1138
H 3.1893 -1.8365 2.1395
H 2.9186 0.5806 8.6754
H 2.4360 1.3143 6.3327
H -2.7294 -3.9392 1.6530
H -3.8297 2.3731 0.4638
H -5.2201 0.9924 -5.7075
H -2.9723 0.9742 0.5869
H 1.4069 -7.4484 -0.3560
H 2.7180 -4.8247 1.6371
H -2.5497 -3.7400 -3.6833
H 2.3643 -9.2991 -2.9449
H -0.1407 -7.8731 -1.1014
H -0.6668 0.8830 0.3732
H 5.1903 11.1502 0.6964
H 2.5374 10.3807 -0.6328
H 1.8084 -0.5451 7.8707
H 0.1737 -8.3227 0.5691
H 1.8850 -1.2413 -4.9798
H 4.0056 9.1198 1.4183
H -2.9625 4.1597 -0.2993
H -0.0799 1.7529 -1.0098
H -0.2148 -4.1881 3.3823
H -1.8152 -6.9607 1.1912
H -5.7577 8.0146 -0.2940
H 3.7157 4.5102 -7.7441
H 4.4754 -5.0824 -1.0590
H -0.5894 -1.3544 6.9447
H -1.4990 -6.2661 5.0614
H 7.6226 -5.7113 0.5335
H -2.6917 -6.8194 -1.8702
H 2.1158 -0.8046 5.4700
H -4.1596 -5.1063 -2.3335
H -2.8532 -1.5114 2.3033
H 2.9479 3.0686 -7.0536
H 5.7799 -9.0460 -1.8599
H -1.6583 -3.8817 5.8021
H -9.1356 5.5684 -2.6417
H 2.4792 4.7333 -2.8103
H -8.3530 4.6228 -0.5177
H -2.0648 -5.8123 3.4566
H 1.8564 7.2475 0.3884
H 3.7980 -10.5686 -1.6428
H -3.2975 2.4685 -6.3575
H 1.1985 -2.5352 0.9467
H 1.1762 -2.7227 -4.3097
H -5.6015 7.8931 -2.0574
H -6.8876 7.0184 -1.2041
H -1.5967 -0.6408 5.6912
H -1.6064 4.2656 -1.1773
H -3.1564 -5.6670 4.8479
H -1.5601 0.2131 8.6357
H -7.7374 2.8409 -2.6170
H -4.1248 -5.6733 -4.0110
H -7.5291 5.2413 -3.2787
H 4.3264 5.2716 -5.4272
H 4.6852 -7.6744 -2.1227
H 2.7241 -0.6282 -2.6875
*
```

***

- Which value of M does entry 2 give?
  972.611 g/mol

***

- Which formula does entry 1 have?
  C42H106O25P2

***

- Which of these has the lowest DFT total energy?
  C42H106O25P2

***

- What is the formula in the second record?
  C42H109BClN4O16